(1)
This record from the OMol25 dataset describes an isolated molecule of C14H21BFN3O4. The level of theory is ωB97M-V/def2-TZVPD.

Values from the calculation:
- Frontier orbital gap: 8.03 eV
- E_LUMO: -0.21 eV
- Relative energy (zero: lowest compared OMol25 entry of this formula, charge and spin): 45.8 kcal/mol
- Strongest force on any atom: 4.782 eV/A

Each line ends with the natural charge from an NBO analysis.
Positions of all 44 atoms, in Å:
N (-0.33, 0.92, 2.21)  -0.840
C (-0.39, 1.63, 1.02)  -0.011
C (-1.01, 3.00, 1.32)  0.824
O (-1.70, 3.51, 0.42)  -0.616
O (-0.77, 3.48, 2.54)  -0.691
C (1.02, 2.04, 0.59)  -0.257
N (1.26, 1.67, -0.86)  -0.425
C (2.36, 0.70, -0.93)  -0.254
C (2.18, -0.56, -0.10)  0.132
N (2.20, -0.45, 1.21)  -0.430
C (2.17, -1.57, 1.94)  0.037
C (2.34, -2.84, 1.44)  -0.252
C (2.38, -3.02, 0.07)  -0.240
C (2.13, -1.83, -0.69)  0.341
F (1.93, -1.94, -2.05)  -0.330
C (-0.10, 1.23, -1.37)  -0.239
C (-0.93, 0.78, -0.13)  -0.219
C (-2.46, 0.84, -0.38)  -0.394
C (-2.96, -0.10, -1.48)  -0.400
C (-2.82, -1.53, -1.05)  -0.775
B (-1.27, -1.86, -1.13)  1.117
O (-0.69, -1.47, -2.28)  -0.907
O (-0.71, -2.59, -0.10)  -0.933
H (-0.06, 1.60, 2.96)  0.380
H (0.26, 0.10, 2.07)  0.373
H (-1.08, 4.41, 2.59)  0.511
H (1.19, 3.11, 0.66)  0.197
H (1.65, 1.54, 1.29)  0.236
H (2.43, 0.43, -2.02)  0.218
H (3.31, 1.14, -0.63)  0.223
H (2.25, -1.41, 3.02)  0.209
H (2.47, -3.66, 2.08)  0.235
H (2.59, -3.94, -0.41)  0.249
H (0.08, 0.48, -2.15)  0.217
H (-0.61, 2.02, -1.86)  0.204
H (-0.65, -0.23, -0.01)  0.204
H (-2.94, 0.58, 0.56)  0.207
H (-2.62, 1.93, -0.63)  0.242
H (-3.98, 0.17, -1.69)  0.205
H (-2.31, 0.08, -2.39)  0.212
H (-3.20, -2.34, -1.64)  0.237
H (-3.12, -1.77, 0.01)  0.218
H (0.29, -1.60, -2.19)  0.491
H (0.23, -2.68, 0.15)  0.496

***

(2)
This record from the OMol25 dataset describes a cluster of 2 separate species, C14H21F5N3O5S in total. The level of theory is ωB97M-V/def2-TZVPD.

Values from the calculation:
- Frontier orbital gap: 3.81 eV
- E_LUMO: -6.99 eV
- Total charge: +1
- Relative energy (zero: lowest compared OMol25 entry of this formula, charge and spin): 294.2 kcal/mol
- Strongest force on any atom: 9.594 eV/A

Each line ends with the natural charge from an NBO analysis.
Positions of all 49 atoms, in Å:
O (-2.21, 0.61, -5.58)  -0.553
C (-1.09, -0.08, -5.85)  0.777
O (0.24, 0.61, -5.97)  -0.731
C (-1.05, -1.72, -6.09)  -0.508
C (0.06, -2.30, -5.01)  -0.418
C (-0.50, -3.60, -4.15)  -0.263
N (0.15, -3.54, -2.76)  -0.090
N (1.33, -4.22, -2.72)  -0.105
C (2.04, -4.27, -1.43)  0.023
C (1.69, -3.68, 0.05)  -0.077
C (0.23, -2.86, -0.02)  0.013
C (-0.35, -2.20, 1.34)  0.615
F (0.29, -2.97, 2.48)  -0.335
F (-1.83, -2.39, 1.56)  -0.297
C (0.13, -0.62, 1.61)  0.517
F (-0.93, 0.18, 2.27)  -0.304
F (0.69, 0.01, 0.38)  -0.342
C (-0.38, -2.88, -1.53)  0.003
S (-2.01, -1.90, -1.66)  2.072
O (-2.39, -1.40, -3.06)  -0.762
O (-1.99, -0.57, -0.80)  -0.742
F (-3.34, -2.86, -1.07)  -0.428
H (0.10, 1.61, -5.91)  0.517
H (-0.60, -1.87, -7.18)  0.266
H (-2.12, -2.22, -5.97)  0.268
H (0.98, -2.70, -5.65)  0.249
H (0.42, -1.49, -4.24)  0.245
H (-1.67, -3.68, -4.10)  0.277
H (-0.13, -4.56, -4.76)  0.286
H (3.09, -4.84, -1.47)  0.285
H (2.33, -3.79, 1.03)  0.323
H (1.04, -0.65, 2.38)  0.219
C (-0.84, 4.90, 4.07)  -0.616
C (-0.06, 3.83, 3.33)  -0.083
C (0.53, 2.74, 4.26)  -0.068
O (1.70, 3.15, 4.98)  -0.554
C (1.43, 3.89, 6.16)  -0.251
N (0.99, 4.47, 2.52)  -0.818
H (-0.20, 5.61, 4.60)  0.206
H (-1.44, 5.49, 3.37)  0.225
H (-1.53, 4.46, 4.80)  0.205
H (-0.76, 3.33, 2.65)  0.189
H (0.85, 1.90, 3.63)  0.161
H (-0.23, 2.34, 4.94)  0.169
H (0.52, 3.55, 6.66)  0.171
H (1.36, 4.95, 5.93)  0.170
H (2.27, 3.75, 6.84)  0.193
H (1.46, 3.75, 1.96)  0.344
H (1.72, 4.78, 3.17)  0.358

***

(3)
This record from the OMol25 dataset describes a structure of composition C14H21FN4O3PSc. The level of theory is ωB97M-V/def2-TZVPD.

Values from the calculation:
- Frontier orbital gap: 7.18 eV
- E_LUMO: -0.15 eV
- Relative energy (zero: lowest compared OMol25 entry of this formula, charge and spin): 43.3 kcal/mol
- Strongest force on any atom: 2.526 eV/A

Each line ends with the natural charge from an NBO analysis.
Positions of all 45 atoms, in Å:
Sc (-0.02, -0.06, -0.10)  1.838
C (-0.79, 0.37, 3.29)  -0.255
N (0.17, 0.17, 2.21)  -0.531
C (1.39, 0.46, 2.45)  0.182
C (2.44, 0.33, 1.49)  -0.035
C (3.81, 0.50, 1.67)  -0.236
C (4.40, 0.24, 0.43)  -0.341
C (3.36, -0.07, -0.44)  -0.022
N (2.17, -0.02, 0.19)  -0.633
C (-1.76, 1.52, 3.13)  0.051
C (-2.51, 1.73, 1.97)  -0.211
C (-3.41, 2.78, 1.90)  -0.194
C (-3.59, 3.63, 2.98)  -0.224
C (-2.86, 3.43, 4.14)  -0.217
C (-1.95, 2.38, 4.21)  -0.241
H (-0.25, 0.51, 4.23)  0.177
H (-1.37, -0.55, 3.38)  0.216
H (1.68, 0.83, 3.45)  0.171
H (4.30, 0.77, 2.59)  0.212
H (5.45, 0.27, 0.18)  0.214
H (3.42, -0.33, -1.49)  0.192
H (-2.38, 1.09, 1.11)  0.239
H (-3.97, 2.93, 0.99)  0.207
H (-4.29, 4.45, 2.92)  0.207
H (-2.99, 4.09, 4.99)  0.208
H (-1.38, 2.23, 5.12)  0.203
O (-1.10, -1.56, 0.02)  -1.142
N (-1.75, -2.71, -1.86)  -0.815
C (-2.31, -1.83, -2.91)  -0.600
P (-1.70, -0.18, -2.45)  2.146
O (-2.58, 0.44, -1.44)  -1.100
O (-0.17, -0.24, -2.34)  -1.157
C (-1.84, 1.09, -3.80)  -0.586
N (-1.17, 2.21, -3.04)  -0.705
H (-1.68, -2.11, -0.57)  0.480
H (-0.74, -2.65, -1.88)  0.399
H (-2.06, -3.67, -1.96)  0.383
H (-3.40, -1.76, -2.91)  0.234
H (-1.98, -2.22, -3.88)  0.208
H (-2.87, 1.37, -3.99)  0.232
H (-1.32, 0.92, -4.74)  0.224
H (-0.23, 1.89, -2.77)  0.467
H (-1.63, 2.32, -2.11)  0.499
H (-1.12, 3.10, -3.53)  0.423
F (-0.66, 1.82, -0.27)  -0.764

***

(4)
This record from the OMol25 dataset describes an isolated molecule of C14H21FO3. The level of theory is ωB97M-V/def2-TZVPD.

Values from the calculation:
- Frontier orbital gap: 9.95 eV
- E_LUMO: -0.80 eV
- Strongest force on any atom: 0.719 eV/A

Each line ends with the natural charge from an NBO analysis.
Positions of all 39 atoms, in Å:
C (2.21, -1.73, 1.70)  -0.606
C (2.68, -1.55, 0.24)  -0.417
C (1.53, -1.34, -0.77)  -0.389
C (1.69, -0.13, -1.70)  -0.394
C (2.16, 1.18, -1.06)  -0.407
C (1.49, 1.54, 0.28)  -0.409
C (0.47, 2.70, 0.20)  -0.395
C (-0.86, 2.35, 0.87)  -0.394
C (-1.76, 1.58, -0.09)  -0.377
C (-2.86, 0.73, 0.61)  -0.446
C (-2.89, -0.66, 0.09)  -0.146
C (-2.27, -1.75, 0.54)  0.338
F (-1.50, -1.87, 1.60)  -0.276
C (-2.52, -2.91, -0.37)  0.712
O (-1.97, -3.97, -0.39)  -0.486
O (-3.46, -2.49, -1.26)  -0.493
C (-3.63, -1.10, -1.11)  0.764
O (-4.24, -0.47, -1.90)  -0.492
H (1.22, -1.31, 1.87)  0.197
H (2.15, -2.78, 1.98)  0.209
H (2.89, -1.24, 2.40)  0.208
H (3.20, -2.47, -0.03)  0.208
H (3.40, -0.74, 0.20)  0.199
H (0.58, -1.26, -0.23)  0.180
H (1.45, -2.23, -1.39)  0.213
H (2.40, -0.40, -2.49)  0.204
H (0.74, 0.03, -2.22)  0.196
H (3.24, 1.18, -0.96)  0.202
H (1.92, 1.98, -1.77)  0.205
H (2.27, 1.81, 0.99)  0.211
H (0.98, 0.68, 0.71)  0.196
H (0.88, 3.58, 0.70)  0.208
H (0.30, 2.97, -0.84)  0.195
H (-1.36, 3.28, 1.18)  0.205
H (-0.67, 1.76, 1.77)  0.195
H (-2.23, 2.26, -0.80)  0.216
H (-1.12, 0.91, -0.67)  0.197
H (-3.83, 1.19, 0.41)  0.240
H (-2.69, 0.70, 1.68)  0.229

***

(5)
This record from the OMol25 dataset describes a structure of composition C14H21I2N2O7P2W. The level of theory is ωB97M-V/def2-TZVPD.

Values from the calculation:
- Frontier orbital gap (alpha / beta): 3.88 / 3.42 eV
- E_LUMO (alpha / beta): -13.50 / -13.95 eV
- Total charge: +3
- Relative energy (zero: lowest compared OMol25 entry of this formula, charge and spin): 42.9 kcal/mol
- <S²>: 2.0310
- Strongest force on any atom: 5.989 eV/A
- 2S+1: 3

Each line ends with the natural charge from an NBO analysis.
Positions of all 49 atoms, in Å:
I (4.06, 1.20, -0.10)  0.460
I (2.14, 1.58, -4.87)  0.740
W (1.69, 0.87, -0.93)  0.728
P (1.93, -1.11, -2.00)  1.092
C (3.40, -1.22, -3.06)  -0.933
C (2.40, -2.12, -0.53)  -0.917
H (2.45, -3.13, -0.98)  0.301
H (0.88, -3.12, -2.60)  0.301
H (1.62, -2.10, 0.26)  0.294
H (-0.34, -1.77, -2.38)  0.312
H (4.30, -0.88, -2.51)  0.271
H (3.37, -1.82, -0.11)  0.274
C (0.65, -2.06, -2.80)  -0.948
H (3.46, -2.28, -3.33)  0.301
H (0.68, -1.82, -3.88)  0.282
H (3.24, -0.56, -3.93)  0.248
P (0.44, 2.83, -0.47)  1.153
C (1.28, 4.36, -0.99)  -0.930
C (-1.29, 3.05, -0.90)  -0.957
H (0.06, 1.99, 1.80)  0.290
H (-0.09, 3.79, 1.58)  0.301
H (1.55, 3.00, 1.70)  0.276
C (0.51, 2.89, 1.34)  -0.935
H (-1.79, 2.05, -0.94)  0.308
H (-1.72, 3.69, -0.10)  0.303
H (0.67, 5.17, -0.57)  0.303
H (1.32, 4.39, -2.09)  0.263
H (-1.34, 3.54, -1.89)  0.288
H (2.31, 4.38, -0.61)  0.274
C (1.84, 2.02, -2.77)  0.087
O (2.80, 2.88, -2.82)  -0.395
O (-1.27, -0.25, -0.85)  -0.626
C (-0.76, -0.41, 0.29)  0.788
O (0.45, -0.07, 0.67)  -0.704
C (-1.57, -1.03, 1.38)  -0.234
C (-1.15, -1.03, 2.68)  -0.070
C (-1.94, -1.64, 3.66)  0.014
C (-3.14, -2.29, 3.31)  -0.056
C (-3.55, -2.27, 1.94)  0.043
C (-2.78, -1.61, 0.96)  -0.083
N (-4.72, -2.94, 1.53)  0.474
O (-5.40, -3.55, 2.38)  -0.300
O (-4.98, -2.88, 0.31)  -0.345
N (-1.64, -1.60, 5.03)  0.472
O (-0.57, -0.99, 5.38)  -0.365
O (-2.41, -2.16, 5.84)  -0.288
H (-0.22, -0.61, 2.98)  0.248
H (-3.78, -2.78, 4.07)  0.318
H (-3.06, -1.59, -0.08)  0.279

***

(6)
This record from the OMol25 dataset describes a structure of composition C14H21IN3O9P2PtSe. The level of theory is ωB97M-V/def2-TZVPD.

Values from the calculation:
- Frontier orbital gap (alpha / beta): 6.10 / 6.10 eV
- E_LUMO (alpha / beta): 1.62 / 1.62 eV
- Total charge: -1
- Relative energy (zero: lowest compared OMol25 entry of this formula, charge and spin): 51.2 kcal/mol
- Strongest force on any atom: 2.529 eV/A

Each line ends with the natural charge from an NBO analysis.
Positions of all 52 atoms, in Å:
Pt (1.11, -0.59, 0.56)  0.824
N (-3.27, -1.52, 2.24)  -0.877
C (-2.02, -1.17, 1.59)  -0.643
C (-2.17, -0.12, 0.51)  -0.630
P (-0.82, -0.72, 2.93)  2.383
O (-0.98, 0.84, 3.16)  -1.032
O (-1.47, -1.33, 4.24)  -0.991
O (0.59, -1.13, 2.80)  -1.070
P (-1.36, -2.76, 0.91)  2.395
O (-1.04, -3.50, 2.32)  -1.006
O (-2.41, -3.51, 0.18)  -1.160
O (-0.05, -2.52, 0.21)  -1.169
H (-3.84, -0.68, 2.38)  0.364
H (-2.36, -1.62, 4.02)  0.523
H (-3.78, -2.15, 1.62)  0.397
H (-2.50, 0.83, 0.94)  0.220
H (-2.89, -0.46, -0.23)  0.222
H (-1.21, 0.05, 0.00)  0.227
H (-0.37, 1.30, 2.52)  0.534
H (-1.64, -4.25, 2.39)  0.498
I (3.68, -0.47, 0.89)  -0.615
O (-0.65, 3.87, -2.08)  -0.709
C (-1.17, 4.11, -0.88)  0.434
C (-2.20, 5.05, -0.77)  -0.317
C (-2.76, 5.34, 0.45)  -0.186
C (-2.31, 4.71, 1.60)  -0.280
C (-1.30, 3.77, 1.51)  -0.143
C (-0.74, 3.44, 0.29)  -0.280
C (0.27, 2.33, 0.16)  0.788
O (0.77, 2.09, -0.95)  -0.730
O (0.53, 1.65, 1.20)  -0.810
H (0.02, 3.13, -1.95)  0.515
H (-2.55, 5.52, -1.68)  0.210
H (-3.56, 6.07, 0.52)  0.200
H (-2.73, 4.95, 2.57)  0.203
H (-0.95, 3.28, 2.41)  0.224
C (1.32, -3.90, -2.06)  -0.436
N (2.45, -3.04, -2.26)  -0.332
C (3.74, -3.45, -2.44)  -0.056
C (4.49, -2.34, -2.63)  -0.058
N (3.66, -1.26, -2.58)  -0.333
C (4.05, 0.11, -2.72)  -0.418
C (2.40, -1.69, -2.32)  0.252
Se (0.94, -0.58, -2.12)  0.008
H (1.67, -4.88, -1.74)  0.204
H (0.75, -4.00, -2.99)  0.203
H (0.66, -3.48, -1.30)  0.308
H (4.02, -4.48, -2.39)  0.223
H (5.55, -2.23, -2.78)  0.226
H (5.08, 0.23, -2.41)  0.218
H (3.41, 0.73, -2.09)  0.279
H (3.92, 0.43, -3.76)  0.200